94
Properties=species:S:1:pos:R:3:forces:R:3 method="wB97M-V/def2-TZVPD" lumo_ev="-9.78 / -13.16" multiplicity=5 energy_ha=-2803.00926 total_charge=+4 homo_ev="-18.95 / -19.18" de_lowest_kcal_mol=15.4 mol_weight_da=778.3 orbital_gap_ev="9.17 / 6.02"
Pd 1.047650 -0.038817 0.052623 0.539 0.045 -0.458
C 2.849037 -0.202458 2.528305 -0.052 -0.067 -0.061
C 3.105130 1.290819 2.374518 -0.028 0.009 -0.024
C 1.930515 2.194790 2.058077 -0.023 0.041 -0.110
C 1.858369 3.417557 2.715962 -0.015 0.051 0.012
C 0.852673 4.320289 2.414358 0.038 0.005 0.035
C -0.087427 3.976492 1.453350 -0.015 0.049 0.010
C 0.025968 2.746490 0.849043 0.043 -0.127 -0.015
N 1.008081 1.870579 1.127407 -0.071 -0.036 0.240
N 2.686963 -0.948482 1.257574 0.038 -0.011 0.080
C 2.284033 -2.348346 1.498930 -0.070 0.082 0.015
C 1.772410 -2.968776 0.222915 -0.042 0.067 -0.035
C 1.964499 -4.305736 -0.065855 -0.011 -0.087 -0.019
C 1.451009 -4.822984 -1.248504 0.021 -0.035 0.021
C 0.764164 -3.978958 -2.107743 -0.008 -0.011 -0.033
C 0.617414 -2.652507 -1.752971 0.030 0.035 0.096
N 1.107680 -2.147509 -0.611831 -0.063 -0.059 -0.075
C 3.926776 -0.950961 0.432191 -0.035 -0.033 0.076
C 4.021827 0.221298 -0.498874 -0.136 0.017 0.045
C 5.236142 0.662808 -0.996855 0.078 0.068 -0.031
C 5.256112 1.763590 -1.837549 0.008 -0.015 0.008
C 4.060263 2.410899 -2.133776 0.066 0.035 -0.013
C 2.893055 1.911478 -1.601432 -0.054 -0.088 0.112
N 2.871210 0.817730 -0.821474 0.014 0.081 -0.208
H 1.933279 -0.351517 3.105484 0.001 -0.035 0.029
H 3.664632 -0.653612 3.101488 0.061 0.018 -0.021
H 3.906272 1.477048 1.654876 -0.016 -0.004 -0.024
H 3.514432 1.627861 3.326171 -0.005 0.015 0.030
H 2.605888 3.662746 3.459429 -0.019 0.004 -0.013
H 0.805397 5.276518 2.920220 0.003 -0.015 -0.010
H -0.890767 4.645969 1.178960 0.010 0.003 0.012
H -0.695757 2.426815 0.107439 -0.018 -0.016 -0.018
H 1.492511 -2.348719 2.250920 -0.030 -0.003 0.028
H 3.111766 -2.930526 1.912218 0.045 -0.012 -0.020
H 2.515463 -4.936700 0.620193 -0.003 0.010 -0.014
H 1.596065 -5.866655 -1.497723 -0.002 0.019 0.005
H 0.360061 -4.337965 -3.044712 0.010 -0.002 0.028
H 0.091546 -1.957280 -2.393469 0.000 0.030 -0.017
H 3.938364 -1.865036 -0.163006 -0.010 -0.025 -0.019
H 4.799539 -0.993570 1.088768 0.032 0.012 0.003
H 6.152418 0.158439 -0.716301 -0.010 0.016 -0.012
H 6.192873 2.129819 -2.237194 -0.002 -0.005 0.001
H 4.041327 3.298885 -2.751275 0.002 -0.022 0.016
H 1.942476 2.407382 -1.759926 0.000 -0.016 -0.020
C -1.495409 -2.578058 5.470772 -0.019 -0.034 0.042
C -0.392561 -2.340175 4.482784 -0.084 0.137 -0.089
O -0.994100 -1.869210 3.174921 -0.031 -0.235 0.016
P -0.759375 -0.559422 2.387219 -0.051 -0.040 0.392
O -1.252256 0.710406 3.086452 -0.097 0.153 0.161
C -2.310630 0.866597 4.172877 0.037 -0.012 -0.122
C -1.655368 1.371388 5.419626 0.022 0.017 0.020
O -1.409478 -0.737382 0.973900 -0.098 -0.021 -0.049
C -2.228416 -1.927017 0.520436 0.164 0.113 0.026
C -3.577814 -1.900240 1.175647 -0.049 0.045 -0.008
H -1.076785 -3.114110 6.325177 0.005 0.028 -0.011
H -2.275532 -3.206742 5.041524 0.024 0.005 0.020
H -1.926640 -1.650183 5.843702 -0.018 -0.015 -0.025
H 0.126694 -3.253077 4.209162 0.009 -0.029 -0.025
H 0.321321 -1.580163 4.800073 -0.006 -0.009 0.036
H -2.786604 -0.104707 4.287415 0.003 -0.022 0.009
H -3.007136 1.570593 3.729038 -0.013 0.033 0.014
H -0.923479 0.662436 5.809156 -0.009 0.014 0.007
H -2.425476 1.508039 6.182173 0.004 -0.001 -0.021
H -1.175842 2.334963 5.253069 -0.002 -0.021 0.005
H -1.646636 -2.814323 0.755170 0.004 -0.037 0.019
H -2.266998 -1.777334 -0.554285 -0.030 -0.027 -0.042
H -3.502367 -1.973262 2.260801 -0.015 -0.005 -0.008
H -4.141437 -2.772067 0.836698 0.005 0.008 -0.018
H -4.136331 -1.005658 0.899063 0.029 -0.031 0.045
N -0.088434 0.669459 -2.195563 -0.094 -0.200 -0.174
S -1.368457 1.392212 -2.819076 0.041 0.227 0.132
C -1.182008 1.805290 -4.509194 -0.015 -0.028 -0.113
C 0.074269 2.204726 -4.970688 -0.005 0.035 0.028
C 0.189841 2.597331 -6.289718 0.021 0.010 -0.029
C -0.936087 2.629208 -7.110949 -0.006 0.004 -0.009
C -2.185809 2.266385 -6.622048 -0.004 0.000 -0.016
C -2.325987 1.852695 -5.308645 -0.017 -0.043 0.014
C -2.789063 0.385006 -2.610578 -0.221 -0.180 -0.006
C -3.865236 0.905024 -1.897091 0.157 0.139 -0.009
C -5.028487 0.154363 -1.829297 -0.074 -0.137 -0.035
C -5.095720 -1.080679 -2.465711 0.066 0.017 -0.019
C -4.005473 -1.584640 -3.180711 -0.154 0.022 0.088
C -2.839333 -0.850639 -3.264960 0.182 0.105 -0.010
H 0.670715 0.692625 -2.886850 0.077 0.068 0.130
H 0.945746 2.229852 -4.325862 -0.014 -0.004 -0.011
H 1.153168 2.896254 -6.680473 -0.014 -0.002 0.008
H -0.837003 2.952826 -8.138963 -0.001 -0.003 0.010
H -3.054668 2.304043 -7.265447 0.012 -0.001 0.009
H -3.297141 1.566910 -4.925558 0.025 0.006 -0.015
H -3.804632 1.882767 -1.432484 -0.021 -0.040 -0.020
H -5.891488 0.541994 -1.304258 0.013 0.006 0.001
H -6.014198 -1.652263 -2.427055 -0.003 0.006 -0.001
H -4.086238 -2.534652 -3.692408 0.010 0.008 -0.004
H -2.000961 -1.196572 -3.859932 -0.045 -0.015 0.025